Molecular formula: C6H13NO
Method: DFT, ωB97M-V/def2-TZVPD

```
! wB97M-V def2-TZVPD RIJCOSX def2/J DEFGRID3
* xyz 0 1
C 1.973 0.650 0.324
C 0.921 0.056 -0.604
C 1.117 -1.445 -0.759
C -0.644 0.396 -0.198
O -1.122 1.324 -1.190
C -1.669 -0.718 0.169
N -2.265 0.157 1.205
C -0.802 0.890 1.231
H 1.860 1.734 0.416
H 1.931 0.194 1.319
H 2.982 0.467 -0.063
H 1.095 0.489 -1.597
H 0.420 -1.858 -1.495
H 2.125 -1.663 -1.131
H 0.994 -1.973 0.191
H -1.344 0.783 -1.966
H -1.237 -1.622 0.610
H -2.347 -1.013 -0.640
H -2.949 0.794 0.787
H -0.232 0.389 2.014
H -0.807 1.971 1.381
*
```

Charges per atom according to natural (NBO) partitioning, unit e:
1. C -0.61
2. C -0.23
3. C -0.61
4. C 0.24
5. O -0.72
6. C -0.26
7. N -0.62
8. C -0.26
9. H 0.21
10. H 0.20
11. H 0.21
12. H 0.20
13. H 0.20
14. H 0.21
15. H 0.20
16. H 0.47
17. H 0.20
18. H 0.19
19. H 0.35
20. H 0.21
21. H 0.21

Molecular formula: C41H34N6O5PRbS2
Method: DFT, ωB97M-V/def2-TZVPD

```
! wB97M-V def2-TZVPD RIJCOSX def2/J DEFGRID3
* xyz -2 1
Rb 0.133 -0.573 -0.168
O 1.588 -1.610 2.068
C 1.594 -0.544 2.618
C 1.662 0.442 3.508
C 2.968 0.772 4.127
C 3.070 1.807 4.999
C 1.969 2.634 5.357
C 0.744 2.377 4.737
C 0.529 1.354 3.830
P -0.943 1.101 2.824
C -1.863 -0.207 3.763
C -1.219 -0.978 4.727
C -1.878 -2.037 5.349
C -3.194 -2.332 5.022
C -3.849 -1.565 4.061
C -3.185 -0.520 3.435
C -1.953 2.580 3.279
C -2.759 2.677 4.410
C -3.451 3.848 4.697
C -3.349 4.948 3.854
C -2.555 4.863 2.717
C -1.874 3.686 2.435
H 3.836 0.186 3.853
H 4.047 2.013 5.432
H 2.085 3.462 6.045
H -0.084 3.043 4.960
H -0.194 -0.749 4.991
H -1.355 -2.631 6.091
H -3.704 -3.162 5.501
H -4.863 -1.805 3.763
H -3.682 0.020 2.638
H -2.841 1.826 5.077
H -4.068 3.902 5.586
H -3.890 5.861 4.077
H -2.473 5.712 2.047
H -1.259 3.618 1.543
N -1.111 -3.382 1.426
N -2.382 -3.244 0.804
C -2.910 -1.903 0.730
O -4.147 -1.854 0.558
O -2.080 -0.975 0.837
H -0.745 -4.294 1.194
H -1.175 -3.285 2.436
H -3.108 -3.835 1.189
O 3.020 0.783 -3.005
S 2.871 -0.197 -1.943
O 2.578 0.318 -0.620
N 1.858 -1.345 -2.234
C 1.702 -1.949 -3.450
C 2.537 -1.854 -4.556
C 2.272 -2.554 -5.748
C 1.176 -3.357 -5.887
C 0.280 -3.482 -4.795
C -0.893 -4.269 -4.860
C -1.728 -4.344 -3.785
C -1.390 -3.628 -2.614
N -0.312 -2.895 -2.516
C 0.531 -2.798 -3.582
C 4.467 -0.975 -1.784
C 4.625 -1.964 -0.818
C 5.851 -2.597 -0.688
C 6.911 -2.247 -1.519
C 6.746 -1.258 -2.479
C 5.518 -0.618 -2.614
H 3.402 -1.207 -4.504
H 2.962 -2.444 -6.578
H 0.972 -3.886 -6.811
H -1.116 -4.800 -5.780
H -2.636 -4.933 -3.815
H -2.024 -3.663 -1.730
H 3.790 -2.213 -0.172
H 5.983 -3.363 0.066
H 7.868 -2.746 -1.415
H 7.573 -0.983 -3.123
H 5.359 0.161 -3.349
N -2.154 5.643 -4.666
C -2.635 4.394 -4.828
S -3.803 4.081 -5.942
C -2.044 3.367 -3.913
C -2.237 2.016 -4.145
C -1.633 1.096 -3.300
N -0.876 1.445 -2.266
C -0.709 2.739 -2.028
C -1.272 3.731 -2.817
H -2.430 6.298 -5.381
H -1.234 5.764 -4.273
H -2.837 1.693 -4.985
H -1.754 0.031 -3.464
H -0.092 2.996 -1.173
H -1.121 4.765 -2.536
*
```

Charges per atom according to Mulliken partitioning, unit e:
1. Rb 1.33
2. O -0.67
3. C 0.54
4. C 0.41
5. C -1.49
6. C -0.09
7. C -1.16
8. C -0.16
9. C 0.02
10. P 0.98
11. C 0.46
12. C -0.43
13. C -0.62
14. C -0.51
15. C -0.55
16. C -0.56
17. C -0.53
18. C -0.01
19. C -0.63
20. C -0.41
21. C -0.57
22. C -0.24
23. H 0.39
24. H 0.32
25. H 0.36
26. H 0.26
27. H 0.42
28. H 0.34
29. H 0.31
30. H 0.35
31. H 0.40
32. H 0.40
33. H 0.36
34. H 0.34
35. H 0.37
36. H 0.35
37. N -0.41
38. N -0.19
39. C 0.15
40. O -0.83
41. O -0.28
42. H 0.23
43. H 0.14
44. H 0.22
45. O -0.82
46. S 1.45
47. O -0.74
48. N 0.18
49. C -0.04
50. C -0.55
51. C -0.93
52. C -0.85
53. C 1.18
54. C -0.67
55. C -0.91
56. C -0.15
57. N 0.16
58. C -0.11
59. C -0.22
60. C -0.58
61. C -0.63
62. C -0.35
63. C -0.63
64. C -0.06
65. H 0.35
66. H 0.36
67. H 0.32
68. H 0.37
69. H 0.41
70. H 0.42
71. H 0.44
72. H 0.39
73. H 0.35
74. H 0.35
75. H 0.45
76. N -0.37
77. C 0.28
78. S -0.41
79. C 1.02
80. C -0.62
81. C -0.52
82. N -0.05
83. C -0.74
84. C -0.81
85. H 0.24
86. H 0.20
87. H 0.37
88. H 0.48
89. H 0.52
90. H 0.34

Summary of energy relative to the best compared isomer or geometry (same formula, charge and spin) in kJ/mol
236.9 168.6
(order as listed above)
Summary of molar mass in u
115.18 871.34
(order as listed above)
Summary of maximum force in eV/Å
3.6 1.3
(order as listed above)